1.
DFT (ωB97M-V/def2-TZVPD) results for a single C4H9NOSi molecule in a non-equilibrium geometry.

```
! RIJCOSX wB97M-V def2-TZVPD def2/J DEFGRID3
* xyz 0 1
C 2.9989 0.3617 0.2078
C 1.6010 -0.9106 -1.4913
C -2.2035 -0.0664 0.7762
C 1.6471 -0.2772 0.0095
N 3.9820 0.9367 0.1897
O -1.0339 0.4597 0.0769
Si 0.4256 1.0617 0.4110
H 2.4133 -1.7107 -1.5823
H 0.6051 -1.2711 -1.7221
H 1.8047 -0.1336 -2.2269
H -3.0279 0.4946 0.3769
H -1.9620 0.1657 1.7955
H -2.3111 -1.1383 0.3858
H 1.4310 -1.1451 0.7035
H 0.6700 1.5294 1.8008
H 0.3578 2.1761 -0.6251
*
```

The value obtained for the energy is -15708.62261 eV. The SMILES is CO[SiH2][C@@H](C)C#N. As for the lowest unoccupied orbital energy: 0.7 eV. As for the molar mass: 115.208 g mol⁻¹. As for the gap between HOMO and LUMO: 11.0 eV. The relative energy (zero: lowest compared OMol25 entry of this formula, charge and spin) is 45.8 kcal/mol.

Atom charges from the Löwdin analysis, given in e for atoms 1 to 4: -0.306, -0.084, -0.075, -0.410

2.
DFT (ωB97M-V/def2-TZVPD) results for a molecular structure, C45H61Cl3CsGeI2N3O3PSi in a non-equilibrium geometry.

```
! RIJCOSX wB97M-V def2-TZVPD def2/J DEFGRID3
* xyz -2 2
Cs -0.1021 0.9723 -1.3569
I -2.3644 7.3764 3.1257
C -2.2012 5.8058 1.7133
C -1.8470 6.1007 0.4088
C -1.7407 5.0569 -0.4879
I -1.3453 5.5009 -2.5005
C -1.9050 3.6827 -0.1489
O -1.6516 2.7321 -0.9661
C -2.3759 3.4617 1.1851
C -2.7629 2.0644 1.6104
N -1.6776 1.2142 2.1132
C -0.8124 1.8632 3.0872
C 0.1612 0.8403 3.6017
C 0.2500 0.5125 4.9513
C 1.1234 -0.4933 5.3329
C 1.8731 -1.1372 4.3608
C 1.7281 -0.7350 3.0381
N 0.8963 0.2349 2.6717
C -2.4977 4.5055 2.0866
H -1.6709 7.1186 0.0910
H -3.2210 1.5523 0.7634
H -3.5084 2.1461 2.4098
H -1.1036 0.8964 1.3441
H -1.4283 2.2529 3.9017
H -0.2446 2.7052 2.6656
H -0.3710 1.0224 5.6767
H 1.2133 -0.7781 6.3751
H 2.5537 -1.9374 4.6215
H 2.3027 -1.1859 2.2332
H -2.8412 4.2915 3.0926
O 3.5747 -1.2235 0.5774
H 3.0929 -0.7650 -0.1674
H 4.2225 -0.5630 0.8411
C 1.1918 -2.4795 -2.8447
C -0.0654 -2.0499 -3.5776
O -0.9321 -1.3752 -2.6847
H 1.8152 -3.0975 -3.4958
H 0.9306 -3.0550 -1.9535
H 1.7698 -1.6080 -2.5256
H -0.5705 -2.9274 -4.0059
H 0.2027 -1.3981 -4.4207
H -1.7392 -1.1560 -3.1985
Cl -4.1899 3.0857 -4.6329
Ge -2.8743 1.7988 -3.2179
Cl -3.2440 -0.3440 -4.4697
Cl -4.5236 1.3403 -1.6915
N 2.5221 0.2979 -1.4805
P 3.0716 1.6162 -1.9746
C 2.1370 2.5378 -3.2816
C 2.1089 3.9190 -3.4471
C 1.3940 4.4848 -4.4929
C 0.6686 3.6811 -5.3606
C 0.6837 2.3023 -5.2023
C 1.4286 1.7402 -4.1771
C 4.7263 1.6316 -2.8285
C 5.3372 0.3852 -2.9232
C 6.5461 0.2345 -3.5904
C 7.1522 1.3384 -4.1730
C 6.5476 2.5868 -4.0864
C 5.3394 2.7323 -3.4209
C 3.2955 2.9255 -0.6992
C 4.5013 3.1047 -0.0264
C 4.5622 3.8873 1.1189
C 3.4139 4.4882 1.6168
C 2.2033 4.3155 0.9565
C 2.1492 3.5347 -0.1856
H 2.6452 4.5556 -2.7528
H 1.3686 5.5617 -4.6063
H 0.0756 4.1307 -6.1475
H 0.1121 1.6741 -5.8744
H 1.4813 0.6642 -4.0479
H 4.8246 -0.4535 -2.4599
H 7.0123 -0.7414 -3.6629
H 8.0948 1.2297 -4.6975
H 7.0189 3.4469 -4.5486
H 4.8698 3.7075 -3.3608
H 5.3986 2.6307 -0.4100
H 5.5088 4.0263 1.6293
H 3.4603 5.0874 2.5182
H 1.3029 4.7919 1.3294
H 1.2083 3.4132 -0.7118
C -2.3385 -4.1646 -1.3306
C -3.1707 -3.5035 -0.2224
C -4.3619 -4.4204 0.0965
C -3.6851 -2.1723 -0.7906
Si -2.0765 -3.1330 1.3434
C -0.7812 -4.5483 1.7258
C -0.1393 -4.3516 3.1048
C 0.3562 -4.4772 0.6949
C -1.4160 -5.9455 1.6776
C -3.1417 -2.6991 2.9179
C -4.2829 -1.7468 2.5339
C -3.7485 -3.9480 3.5731
C -2.2787 -1.9510 3.9430
H -2.9537 -4.2543 -2.2327
H -2.0038 -5.1684 -1.0578
H -1.4737 -3.5500 -1.5852
H -4.9322 -4.6038 -0.8219
H -5.0441 -3.9693 0.8196
H -4.0382 -5.3878 0.4909
H -4.2499 -2.3474 -1.7120
H -2.8499 -1.5206 -1.0437
H -4.3370 -1.6382 -0.1010
H 0.3261 -3.3664 3.1843
H 0.6438 -5.1057 3.2509
H -0.8585 -4.4668 3.9169
H 0.8532 -3.5050 0.7259
H 0.0022 -4.6468 -0.3207
H 1.1073 -5.2448 0.9198
H -2.2360 -6.0440 2.3931
H -0.6618 -6.7062 1.9170
H -1.8085 -6.1711 0.6842
H -5.0036 -2.2124 1.8605
H -3.8938 -0.8408 2.0651
H -4.8263 -1.4472 3.4384
H -4.3772 -4.5053 2.8734
H -4.3770 -3.6533 4.4231
H -2.9790 -4.6242 3.9504
H -1.8995 -1.0259 3.5092
H -1.4330 -2.5401 4.2992
H -2.8919 -1.6875 4.8144
*
```

The value obtained for the energy is -186272.23360 eV. As for the lowest unoccupied orbital energy (alpha / beta): 3.3 / 3.3 eV. Its expectation value of S² is 0.751. As for the molar mass: 1316.743 g mol⁻¹. As for the gap between HOMO and LUMO (alpha / beta): 6.0 / 6.0 eV. The relative energy (zero: lowest compared OMol25 entry of this formula, charge and spin) is 35.7 kcal/mol.

Atom charges from the Löwdin analysis, given in e for atoms 1 to 4: 1.217, 0.722, -0.741, -0.264

3.
DFT (ωB97M-V/def2-TZVPD) results for a single C11H22N4O4 molecule in a non-equilibrium geometry.

```
! RIJCOSX wB97M-V def2-TZVPD def2/J DEFGRID3
* xyz 0 1
C -0.7721 2.4796 0.5507
C 0.1336 1.3010 0.8348
C -1.9622 2.4510 -0.3563
C -3.0967 1.4805 -0.2398
C -2.7335 0.0274 -0.1700
C -3.9170 -0.8607 -0.5527
C 1.9677 -0.0868 -0.0438
C 3.3590 0.2117 -0.2935
C 1.6882 -1.1063 -1.1373
C 0.3283 -2.0096 -0.8799
C 0.3516 -2.5347 0.5848
H -0.3661 4.4845 0.1635
H 0.7118 3.8493 1.1852
H -1.3743 2.6849 1.4496
H -2.3307 3.5336 -0.4263
H -1.5484 2.1885 -1.3329
H -3.6174 1.6107 -1.2510
H -3.9829 1.7422 0.3667
H -1.7268 -0.1883 -0.7302
H -2.6243 -0.0805 0.9233
H -4.5185 -0.4711 -1.3378
H -4.4983 -0.8654 0.2756
H -2.6029 -2.2788 -0.4640
H -3.3715 -2.4230 -1.8369
H 1.4502 1.8535 -0.7566
H 1.8685 -0.5061 0.9919
H 1.6605 -0.6923 -2.1763
H 2.4918 -1.7964 -1.1081
H 0.5555 -2.8894 -1.4963
H -0.6321 -1.4139 -0.9157
H -1.3801 -1.4963 0.8826
H -0.7354 -2.5039 2.2748
H 4.4919 1.0385 -1.6293
N 0.1419 3.6394 0.3699
N -3.5191 -2.2090 -0.8555
N 1.0580 1.0942 -0.1371
N -0.8407 -2.4068 1.1983
O -0.1530 0.5204 1.6682
O 4.2606 -0.1647 0.4189
O 1.3705 -3.0769 0.9803
O 3.5367 0.9306 -1.4253
*
```

The value obtained for the energy is -25913.22169 eV. The SMILES is NCCCC[C@H](N)C(=O)N[C@@H](CCC(N)=O)C(=O)O. As for the lowest unoccupied orbital energy: 0.5 eV. As for the molar mass: 274.321 g mol⁻¹. As for the gap between HOMO and LUMO: 9.8 eV. The relative energy (zero: lowest compared OMol25 entry of this formula, charge and spin) is 75.4 kcal/mol.

Atom charges from the Löwdin analysis, given in e for atoms 1 to 4: -0.325, -0.500, -0.187, -0.231

4.
DFT (ωB97M-V/def2-TZVPD) results for a single C4H10O2 molecule.

```
! RIJCOSX wB97M-V def2-TZVPD def2/J DEFGRID3
* xyz 0 1
C -1.4867 -0.1985 2.0285
O -0.2093 -0.1213 1.4449
C -0.1994 -0.4927 0.0811
C 1.0012 0.1923 -0.5598
C 1.0060 0.0359 -2.0693
O 0.9499 1.5730 -0.2647
H -2.1872 0.4957 1.5391
H -1.9013 -1.2151 1.9663
H -1.3826 0.0798 3.0798
H -1.1197 -0.1432 -0.4138
H -0.1421 -1.5882 -0.0222
H 1.9185 -0.2525 -0.1376
H 1.8455 0.5918 -2.4967
H 0.0805 0.4416 -2.4936
H 1.0995 -1.0164 -2.3597
H 0.7272 1.6178 0.6775
*
```

The value obtained for the energy is -8404.56594 eV. The SMILES is COC[C@@H](C)O. As for the lowest unoccupied orbital energy: 1.0 eV. As for the molar mass: 90.122 g mol⁻¹. As for the gap between HOMO and LUMO: 11.1 eV. The relative energy (zero: lowest compared OMol25 entry of this formula, charge and spin) is 22.6 kcal/mol.

Atom charges from the Löwdin analysis, given in e for atoms 1 to 4: -0.109, -0.201, -0.199, -0.441

5.
DFT (ωB97M-V/def2-TZVPD) results for 9 unconnected molecules or ions with the total composition C25H27F8NO26 in a non-equilibrium geometry.

```
! RIJCOSX wB97M-V def2-TZVPD def2/J DEFGRID3
* xyz -1 2
C -1.3145 -0.6305 -1.0999
N -0.6435 0.1550 0.0105
O 0.4667 0.6283 -0.2804
O -1.2869 0.3317 1.0667
H -0.5714 -1.1873 -1.6708
H -1.9226 -0.0338 -1.7798
H -1.9248 -1.4171 -0.6561
C 0.0112 3.3942 2.1951
C -0.9648 4.4784 2.3015
O -1.3084 4.6331 0.9464
C -0.3356 4.1272 0.1508
O -0.2829 4.2694 -1.0814
O 0.5428 3.5456 0.9069
F -0.2416 5.5552 2.6409
H -0.4333 2.4152 2.3743
H 0.8311 3.4605 2.9103
H -1.7506 4.4499 3.0564
C 2.4783 -4.2583 1.4225
C 2.7096 -3.5824 0.1049
O 1.6157 -2.6958 0.0829
C 0.7043 -3.0462 0.9814
O -0.4623 -2.6639 0.9921
O 1.0754 -4.1781 1.5516
F 2.4730 -4.5174 -0.8257
H 2.8722 -3.7596 2.3081
H 2.8927 -5.2651 1.3711
H 3.7389 -3.2697 -0.0706
C -0.0624 -3.4076 -3.6811
C -1.3894 -3.5282 -2.8721
O -1.8152 -4.7943 -3.3567
C -1.3764 -4.9848 -4.6327
O -1.7783 -5.9493 -5.3065
O -0.4416 -4.0925 -4.8949
F -2.2266 -2.6370 -3.2907
H 0.7463 -3.9240 -3.1641
H 0.3800 -2.4282 -3.8634
H -1.2047 -3.3398 -1.8145
C 5.1385 -0.8518 -3.7602
C 4.8815 -2.1775 -3.0068
O 3.4210 -2.1332 -2.8942
C 2.9957 -0.8650 -3.1472
O 1.8134 -0.5970 -3.1337
O 4.0189 -0.0255 -3.5287
F 5.4456 -2.0897 -1.8737
H 5.1379 -1.0797 -4.8261
H 6.1368 -0.4420 -3.6067
H 5.1952 -3.0542 -3.5735
C 3.4381 1.9609 0.0390
C 3.4237 0.4362 -0.0031
O 2.9864 0.0250 1.2619
C 3.3458 0.9144 2.1626
O 3.4537 0.7968 3.3499
O 3.6802 2.1287 1.4472
F 4.6239 -0.0890 -0.2382
H 2.4725 2.4189 -0.1753
H 4.3300 2.2753 -0.5029
H 2.8080 0.1417 -0.8530
C -4.2584 -0.0737 2.0964
C -4.1222 1.4162 1.9828
O -4.3118 1.8325 3.3334
C -4.9834 0.8989 3.9899
O -5.5899 1.0075 5.0702
O -4.9398 -0.2628 3.2868
F -5.1664 1.8929 1.2954
H -3.3045 -0.5915 2.1971
H -4.7119 -0.5481 1.2262
H -3.2402 1.8335 1.4971
C -3.1493 4.0390 -3.7042
C -3.5372 4.9047 -2.5119
O -3.8994 4.0582 -1.4902
C -3.2438 2.9315 -1.6976
O -3.1738 1.9739 -0.9321
O -2.7267 2.9765 -2.9483
F -4.5769 5.6995 -2.7730
H -2.3238 4.4262 -4.3015
H -3.9687 3.8013 -4.3825
H -2.7062 5.4818 -2.1063
C 0.1879 -0.0224 3.8863
C 0.8250 -1.0011 4.7869
O -0.2674 -1.8830 4.8978
C -1.4260 -1.3111 4.6623
O -2.5151 -1.7508 4.9800
O -1.2148 -0.0763 4.1126
F 1.1640 -0.4764 5.9308
H 0.5372 -0.1970 2.8686
H 0.4020 1.0054 4.1793
H 1.6942 -1.5310 4.3974
*
```

The value obtained for the energy is -102824.81113 eV. As for the lowest unoccupied orbital energy (alpha / beta): 1.6 / 1.6 eV. Its expectation value of S² is 0.754. As for the molar mass: 909.456 g mol⁻¹. As for the gap between HOMO and LUMO (alpha / beta): 3.3 / 6.9 eV.

Atom charges from the Löwdin analysis, given in e for atoms 1 to 4: -0.022, -0.525, -0.120, -0.137

6.
DFT (ωB97M-V/def2-TZVPD) results for a molecular structure, C12H19Cl2IrN3O in a non-equilibrium geometry.

```
! RIJCOSX wB97M-V def2-TZVPD def2/J DEFGRID3
* xyz 0 6
Ir -0.6793 2.1055 0.7453
Cl -0.9549 4.1445 -0.2677
Cl -0.5608 3.2010 2.7787
C 2.5248 -1.3205 -1.0123
H 2.3250 -2.2035 -0.4098
H 3.2445 -0.6012 -0.6282
C -1.2050 1.2922 -0.8000
C 1.8447 -1.1237 -2.1235
H -0.9367 0.2235 -0.6024
C 1.9790 -0.0073 -3.1217
H 1.1075 -1.9138 -2.3630
C 1.4129 1.4157 -2.7638
H 3.0639 0.1395 -3.3241
H 1.5038 -0.3986 -4.0334
C -0.0262 1.8230 -3.1305
H 1.6185 1.6145 -1.7015
H 2.0503 2.1182 -3.3388
C -1.3002 1.4775 -2.2706
H 0.0135 2.9227 -3.1889
H -0.2488 1.4723 -4.1491
H -2.0957 2.2405 -2.4438
H -1.7052 0.4837 -2.5849
C 1.1626 -2.7280 2.7112
N 0.0950 -1.7434 2.6296
C -1.0246 -1.9666 3.3696
C -2.1246 -1.1867 3.2208
C -2.0015 -0.0788 2.3541
N -0.8123 0.2443 1.8304
C 0.2151 -0.6485 1.7564
O 1.1869 -0.5063 1.0234
N -3.0532 0.6748 2.0132
H 1.0575 -3.5352 1.9744
H 1.1044 -3.1846 3.7033
H 2.1422 -2.2663 2.5727
H -0.9391 -2.8139 4.0535
H -3.0670 -1.3746 3.7208
H -3.9784 0.5070 2.3778
H -2.9385 1.5011 1.4229
*
```

The value obtained for the energy is -47146.97792 eV. As for the lowest unoccupied orbital energy (alpha / beta): -0.3 / -4.0 eV. Its expectation value of S² is 8.785. As for the molar mass: 484.427 g mol⁻¹. As for the gap between HOMO and LUMO (alpha / beta): 4.4 / 4.3 eV. The relative energy (zero: lowest compared OMol25 entry of this formula, charge and spin) is 8.9 kcal/mol.

Atom charges from the Löwdin analysis, given in e for atoms 1 to 4: 1.078, 0.044, -0.082, -0.033

Question: Among the records above, which one has the lowest energy?
Answer: C45H61Cl3CsGeI2N3O3PSi

Question: What is the energy in the fourth record?
Answer: -8404.56594 eV

Question: The lowest energy belongs to which entry?
Answer: C45H61Cl3CsGeI2N3O3PSi

Question: Which value of energy does entry 5 give?
Answer: -102824.81113 eV